[1]
C4H8N2 | wB97M-V/def2-TZVPD

```
14
Properties=species:S:1:pos:R:3
C -0.7249 1.2864 -0.3460
N -1.2292 -1.5142 -0.3093
C -0.1741 0.3082 0.6829
N -0.8184 -1.0046 0.8130
H -1.3339 -0.9858 -1.1725
H -1.5548 -2.4723 -0.2681
H -0.2578 0.7581 1.6818
H -0.5833 0.9272 -1.3680
H -0.1702 2.2198 -0.2498
H -1.7811 1.5012 -0.1704
C 1.4231 -0.1720 0.4601
C 2.4175 0.3782 -0.1660
H 3.3460 -0.0539 -0.5280
H 1.4412 -1.1763 0.9404
```

strongest force on any atom = 2.3 eV Å⁻¹
HOMO (spin up / spin down) = -7.1050 / -8.7058 eV
E = -7252.456 eV
gap between HOMO and LUMO (spin up / spin down) = 6.8 / 9.7 eV

These are the Löwdin partial charges, in e, on atoms 1 to 5: C -0.09; N -0.01; C -0.37; N -0.09; H 0.09

***

[2]
CH2O3PS2 | wB97M-V/def2-TZVPD

```
9
Properties=species:S:1:pos:R:3
C -1.5156 -0.1637 0.2923
O 2.3955 0.2088 -1.1554
O 0.8345 -0.3756 0.6932
O 3.3917 -1.1090 0.6586
P -0.0497 0.5711 -0.1504
S -3.1470 0.5435 -0.1805
S 2.6326 0.0853 0.2670
H -1.7328 -0.8537 1.0400
H -2.8093 1.0934 -1.4647
```

total charge = -1
strongest force on any atom = 3.7 eV Å⁻¹
HOMO = -4.0217 eV
E = -38171.866 eV
gap between HOMO and LUMO = 7.2 eV

These are the Löwdin partial charges, in e, on atoms 1 to 5: C -0.82; O -0.58; O -0.69; O -0.51; P 0.73

***

[3]
C66H174N14O19 | wB97M-V/def2-TZVPD

```
273
Properties=species:S:1:pos:R:3
C -5.9049 2.7768 8.2908
O -5.4343 2.3025 7.0177
C -4.2985 1.3829 7.2495
C -2.9472 2.0662 7.5995
N -1.8928 1.1285 7.2738
C -0.5543 1.6895 7.5431
C -0.0822 2.5307 6.3618
O 0.8997 3.3663 6.8593
C 1.4781 4.3277 5.9281
H -6.3977 1.9228 8.7556
H -6.6905 3.4907 8.0430
H -5.1492 3.2303 8.9322
H -4.2277 0.8115 6.3241
H -4.5420 0.6491 8.0179
H -2.8176 2.4318 8.6181
H -2.8292 2.9073 6.9163
H -2.0570 0.1808 7.5820
H 0.1920 0.8989 7.4650
H -0.4872 2.1130 8.5452
H -0.9010 3.0656 5.8808
H 0.2734 1.8458 5.5921
H 1.7717 3.7528 5.0498
H 2.3371 4.7799 6.4239
H 0.7412 5.1158 5.7732
C 5.7604 -4.7857 -10.4410
O 5.0986 -5.1919 -9.2118
C 3.9608 -4.4277 -8.9621
C 3.1191 -4.9038 -7.8053
N 2.0653 -3.9844 -7.5928
C 1.4340 -4.3624 -6.2856
C 0.4204 -3.2699 -6.0073
O 1.0369 -2.0707 -5.4334
C -0.0629 -1.2053 -5.0457
H 5.1100 -4.4925 -11.2651
H 6.2737 -5.6827 -10.7875
H 6.4595 -3.9802 -10.2163
H 3.2941 -4.4640 -9.8236
H 4.2447 -3.3783 -8.8835
H 3.7505 -5.0005 -6.9220
H 2.7566 -5.9079 -8.0254
H 2.4437 -3.0484 -7.5639
H 2.1146 -4.4692 -5.4409
H 0.9335 -5.2946 -6.5473
H -0.2483 -3.7752 -5.3104
H -0.2221 -3.0645 -6.8636
H 0.4100 -0.3981 -4.4863
H -0.8065 -1.6742 -4.4013
H -0.6363 -0.8500 -5.9019
C 0.8480 3.4328 -3.9438
O 1.2556 2.8048 -5.1243
C 0.2033 2.3647 -5.9676
C 0.7148 2.0267 -7.3627
N 1.0834 3.2780 -8.0231
C 1.9005 3.2048 -9.2424
C 2.4028 4.5570 -9.6390
O 3.1855 5.0891 -8.5563
C 3.6713 6.3584 -8.7885
H 0.7082 2.6919 -3.1566
H -0.0535 4.0275 -4.0920
H 1.6420 4.1250 -3.6636
H -0.6002 3.0890 -6.1016
H -0.2927 1.4765 -5.5762
H -0.0976 1.4700 -7.8298
H 1.5214 1.2956 -7.3084
H 1.6529 3.7566 -7.3399
H 1.1808 2.8323 -9.9714
H 2.7355 2.5190 -9.0997
H 1.5792 5.2311 -9.8742
H 2.9660 4.5819 -10.5719
H 2.8444 7.0684 -8.7746
H 4.1155 6.4240 -9.7817
H 4.4472 6.5368 -8.0440
C 10.7755 -6.6318 -1.8668
O 9.6720 -5.7211 -1.7536
C 9.7988 -4.7651 -0.6748
C 8.6815 -3.7182 -0.6721
N 7.5046 -4.5922 -0.6644
C 6.4089 -3.9043 -1.3801
C 5.9890 -2.4919 -0.9010
O 4.6629 -2.2336 -1.4610
C 4.3148 -0.9021 -1.4376
H 11.7519 -6.1821 -2.0468
H 10.6301 -7.1161 -2.8324
H 10.6797 -7.3599 -1.0614
H 10.7412 -4.2264 -0.7731
H 9.7419 -5.1701 0.3356
H 8.8224 -3.1830 -1.6111
H 8.7190 -3.0432 0.1828
H 7.9562 -5.3101 -1.2129
H 5.5454 -4.5515 -1.2261
H 6.4960 -3.9834 -2.4637
H 6.7466 -1.7237 -1.0564
H 5.7904 -2.5255 0.1702
H 3.3147 -0.8294 -1.8648
H 4.9793 -0.1909 -1.9283
H 4.1679 -0.5571 -0.4141
C -1.4749 0.8833 -2.4390
O -0.1860 0.8475 -1.7906
C 0.1251 -0.3533 -1.1021
C -0.8164 -0.6508 0.1216
N -0.8090 0.3722 1.1473
C 0.3779 0.5295 1.8784
C 0.2220 1.6260 2.8284
O 0.1214 2.9037 2.1803
C -1.1626 3.4557 2.2856
H -1.5726 -0.0267 -3.0309
H -1.4330 1.6449 -3.2177
H -2.3570 1.0425 -1.8188
H 1.1985 -0.3852 -0.9149
H 0.0129 -1.1496 -1.8379
H -0.6293 -1.6193 0.5853
H -1.8288 -0.7077 -0.2783
H -0.9516 1.2112 0.6034
H 1.2522 0.7300 1.2591
H 0.5951 -0.3797 2.4390
H 1.1661 1.7482 3.3592
H -0.5805 1.3624 3.5173
H -1.8553 2.6501 2.0420
H -1.4278 4.2712 1.6126
H -1.3114 3.8716 3.2821
C -3.6373 5.4447 4.3376
C -2.4424 6.3271 4.8425
C -2.6914 7.8291 4.4575
O -2.2880 8.1980 3.1189
C -0.9266 8.1470 2.7820
N -2.4387 6.1202 6.3050
H -3.4526 4.4031 4.6006
H -3.7145 5.6655 3.2730
H -4.6568 5.6195 4.6815
H -1.4638 6.0390 4.4586
H -2.0602 8.4141 5.1266
H -3.6949 8.0948 4.7899
H -0.5570 7.1449 2.9991
H -0.3463 8.8872 3.3330
H -0.8338 8.5122 1.7592
H -1.9237 5.2791 6.5227
H -1.9735 6.8421 6.8366
C -0.2203 -8.3732 0.1250
C -1.2104 -8.0013 -1.0907
C -0.8034 -6.6977 -1.7896
O -0.8292 -5.5550 -0.9323
C -0.3420 -4.3733 -1.6651
N -1.3696 -9.1579 -1.9498
H 0.8488 -8.2885 -0.0697
H -0.3772 -9.3923 0.4785
H -0.3348 -7.7473 1.0100
H -2.1778 -7.8364 -0.6165
H -1.5601 -6.4452 -2.5324
H 0.1747 -6.7988 -2.2599
H -0.3440 -3.5270 -0.9782
H -1.0288 -4.0059 -2.4276
H 0.7115 -4.4541 -1.9330
H -1.7192 -9.9512 -1.4315
H -0.4236 -9.4922 -2.0656
C -5.3497 -0.3107 -2.7417
C -5.8448 -1.1833 -1.5431
C -4.7502 -1.6571 -0.6270
O -4.2146 -2.7835 -1.3180
C -3.7362 -3.8787 -0.5247
N -6.7790 -0.3273 -0.8688
H -6.1388 -0.3169 -3.4936
H -4.4362 -0.6594 -3.2234
H -5.1747 0.6907 -2.3485
H -6.3447 -2.0755 -1.9201
H -5.1162 -1.9952 0.3424
H -4.0254 -0.8589 -0.4665
H -3.4979 -4.6865 -1.2167
H -4.4713 -4.1927 0.2164
H -2.7667 -3.8302 -0.0289
H -7.5143 -0.0548 -1.5053
H -7.2403 -0.8966 -0.1737
C 0.0127 5.3126 -0.8823
C 1.1706 5.4957 0.0807
C 2.1737 4.3979 -0.2047
O 2.7263 4.6160 -1.5112
C 3.7075 3.6481 -1.8845
N 1.8608 6.7934 0.0043
H 0.3996 5.3464 -1.9007
H -0.7616 6.0592 -0.7057
H -0.4271 4.3239 -0.7511
H 0.8464 5.3879 1.1158
H 1.6710 3.4344 -0.1208
H 3.0254 4.4133 0.4754
H 4.2259 3.6883 -2.8426
H 3.2713 2.6499 -1.9224
H 4.5447 3.6754 -1.1870
H 1.9262 6.9176 -0.9959
H 2.8414 6.6250 0.1774
C -1.4970 -3.7275 7.0282
C -1.8175 -2.2137 6.7187
C -2.5118 -1.8398 5.3970
O -1.9412 -2.3637 4.2011
C -2.6686 -2.1072 3.0601
N -2.5662 -1.7993 7.8901
H -0.9689 -3.8396 7.9752
H -0.9836 -4.1324 6.1561
H -2.4575 -4.2393 7.0886
H -0.8457 -1.7259 6.6426
H -2.7040 -0.7810 5.2234
H -3.4907 -2.3146 5.4631
H -3.6373 -2.6042 3.1127
H -2.1462 -2.4173 2.1551
H -2.9006 -1.0422 3.0459
H -1.9910 -2.1894 8.6229
H -3.4387 -2.3028 7.9630
C 2.0771 -0.4833 5.4695
C 3.3422 -1.2193 5.9815
C 4.5855 -0.4507 5.3048
O 4.4284 -0.3603 3.8882
C 4.7211 -1.4810 3.0536
N 3.4001 -1.0919 7.3972
H 1.2191 -0.8919 6.0034
H 1.9458 -0.6723 4.4041
H 2.1673 0.5913 5.6284
H 3.3634 -2.2561 5.6457
H 5.4778 -0.9839 5.6329
H 4.5584 0.5932 5.6174
H 5.8069 -1.5518 2.9896
H 4.3029 -1.3361 2.0575
H 4.2856 -2.3767 3.4965
H 2.6592 -1.6401 7.8103
H 4.2080 -1.4613 7.8776
C 1.0123 -3.1486 3.0591
C 0.4261 -4.5339 2.8011
C 1.3628 -5.7150 2.9144
O 2.5014 -5.6852 2.0190
C 2.3198 -5.4331 0.6552
N -0.6274 -4.7020 3.7396
H 0.2492 -2.3963 2.8594
H 1.9367 -2.9580 2.5140
H 1.3196 -3.1187 4.1045
H -0.0285 -4.5798 1.8115
H 0.8178 -6.6350 2.7035
H 1.7834 -5.8055 3.9159
H 1.5513 -6.0560 0.1978
H 3.3368 -5.4357 0.2629
H 1.9368 -4.4235 0.5062
H -1.1549 -3.8603 3.9224
H -0.1856 -4.9997 4.5977
C -5.4856 0.5016 3.3326
C -4.9418 1.9508 3.1788
C -4.7760 2.2369 1.7058
O -4.1268 3.4876 1.4999
C -3.9842 3.7538 0.1009
N -5.8068 2.8296 3.9024
H -4.8665 -0.2326 2.8171
H -6.3550 0.3521 2.6924
H -5.5963 0.2328 4.3831
H -3.9381 1.9868 3.6024
H -5.7167 2.1562 1.1611
H -4.2399 1.3769 1.3043
H -3.4157 4.6670 -0.0749
H -4.9091 3.9776 -0.4307
H -3.5750 2.9177 -0.4662
H -5.4266 3.7503 3.7357
H -5.8682 2.7257 4.9052
C -4.0054 2.2558 -6.4627
C -5.1186 2.7800 -5.5084
C -4.5788 3.9277 -4.6210
O -3.6444 3.3194 -3.6677
C -2.9516 4.2604 -2.9228
N -6.3028 3.1964 -6.2847
H -4.3853 1.6343 -7.2736
H -3.2501 1.7234 -5.8846
H -3.5112 3.0872 -6.9654
H -5.4042 1.9292 -4.8898
H -5.2831 4.5046 -4.0215
H -4.1729 4.7061 -5.2672
H -2.1048 3.8642 -2.3623
H -3.6970 4.7049 -2.2634
H -2.4952 5.0290 -3.5465
H -7.1352 3.1833 -5.7127
H -6.5484 2.4893 -6.9628
```

strongest force on any atom = 3.2 eV Å⁻¹
HOMO = -8.4892 eV
E = -131010.688 eV
gap between HOMO and LUMO = 9.0 eV

These are the Löwdin partial charges, in e, on atoms 1 to 5: C -0.10; O -0.23; C -0.16; C -0.19; N -0.07

***

[4]
C8H20N2P | wB97M-V/def2-TZVPD

```
31
Properties=species:S:1:pos:R:3
C 1.5276 -0.2862 0.2302
C -0.6323 1.5463 -1.3197
C -0.7935 1.8914 1.1992
C -1.4271 -2.0718 -0.9897
C -1.8058 -1.6753 1.4758
C 3.4490 1.1734 0.5987
C -0.9248 0.8916 0.0331
C -0.7904 -1.6335 0.3295
N -0.1880 -0.3265 0.2387
N 2.0427 0.8728 0.4837
P 2.3763 -1.8617 0.0784
H 0.4030 1.8653 -1.4123
H -0.8469 0.8533 -2.1293
H -1.2694 2.4180 -1.4386
H -1.7443 2.3915 1.3578
H -0.0652 2.6791 1.0042
H -0.5332 1.3755 2.1201
H -0.7048 -2.0352 -1.8046
H -1.7916 -3.0930 -0.8968
H -2.2687 -1.4319 -1.2448
H -2.6941 -1.0961 1.2398
H -1.3674 -1.2891 2.3922
H -2.1085 -2.7039 1.6465
H 3.8257 1.5928 -0.3376
H 4.0204 0.2809 0.8506
H 3.5901 1.9129 1.3861
H -1.9661 0.5575 0.0085
H 0.0134 -2.3358 0.5917
H 1.4132 1.6596 0.6164
H 1.6562 -2.2955 -1.0267
H 3.4225 -1.3355 -0.6795
```

⟨S²⟩ = 2.008
total charge = +1
strongest force on any atom = 5.6 eV Å⁻¹
HOMO (spin up / spin down) = -9.5753 / -13.2204 eV
E = -20878.551 eV
spin multiplicity = 3
gap between HOMO and LUMO (spin up / spin down) = 7.2 / 6.9 eV

These are the Löwdin partial charges, in e, on atoms 1 to 5: C -0.46; C -0.01; C -0.02; C -0.02; C -0.02

***

[5]
C5H7NO | wB97M-V/def2-TZVPD

```
14
Properties=species:S:1:pos:R:3
O -2.8336 -0.5319 -0.7977
C -2.3821 0.4527 -0.2471
N -1.2561 0.4651 0.5174
C -0.3801 -0.7042 0.5746
C 0.6603 -0.6274 -0.5120
C 1.8289 0.0679 -0.2980
C 2.9604 0.5669 -0.0572
H -2.8697 1.4449 -0.2997
H -0.8685 1.3654 0.7636
H -1.0277 -1.5736 0.4485
H 0.0802 -0.7387 1.5666
H 2.3866 -0.9966 -0.1502
H 0.3200 -0.7501 -1.5383
H 3.3814 1.5597 0.0295
```

strongest force on any atom = 0.7 eV Å⁻¹
HOMO (spin up / spin down) = -7.8696 / -7.8952 eV
E = -8830.418 eV
gap between HOMO and LUMO (spin up / spin down) = 8.0 / 8.0 eV

These are the Löwdin partial charges, in e, on atoms 1 to 5: O 0.01; C -0.37; N 0.02; C -0.19; C -0.10

***

[6]
C40H37GeNO2S4SbTi | wB97M-V/def2-TZVPD

```
87
Properties=species:S:1:pos:R:3
Ti 1.1751 -0.7904 0.0134
C -3.4610 0.3281 -2.7732
C -2.7189 1.1009 -1.7158
C -1.4648 1.6408 -1.9817
C -0.7835 2.3853 -1.0284
C -1.3493 2.5849 0.2235
C -2.5896 2.0353 0.5090
C -3.2701 1.3041 -0.4550
H -4.0136 1.0000 -3.4363
H -4.1847 -0.3578 -2.3292
H -2.7742 -0.2542 -3.3897
H -1.0042 1.4600 -2.9473
H 0.1903 2.7962 -1.2587
H -0.8061 3.1300 0.9828
H -3.0132 2.1473 1.4994
H -4.2295 0.8576 -0.2148
S 1.8720 0.5455 5.2018
Sb 1.7692 -1.0650 3.5641
S 0.1448 -0.1541 1.9415
S 2.6401 -2.2240 0.4070
S 0.9943 -3.1207 4.2454
C 0.1885 -8.0729 -2.1853
C 0.7958 -7.2093 -1.1078
C 2.1528 -7.3298 -0.8403
C 2.7367 -6.5430 0.1436
C 1.9847 -5.6085 0.8194
C 0.6199 -5.4471 0.5362
N -0.0497 -4.4879 1.2824
C -1.2231 -3.7787 0.9849
C -2.1879 -3.7034 1.9981
C -3.3585 -2.9945 1.8272
C -3.6016 -2.3353 0.6287
C -2.6332 -2.3557 -0.3558
C -1.4366 -3.0511 -0.1898
C -0.3975 -2.8376 -1.2730
O -0.0088 -3.6836 -2.0431
O -0.0569 -1.5499 -1.3116
C 0.0020 -6.2979 -0.3980
C -1.4830 -6.2628 -0.6403
H 0.9684 -8.6332 -2.7031
H -0.3455 -7.4722 -2.9257
H -0.5268 -8.7959 -1.7813
H 2.7494 -8.0373 -1.4062
H 3.7939 -6.6357 0.3640
H 2.4378 -4.9586 1.5584
H 0.4307 -4.1457 2.1171
H -1.9734 -4.2099 2.9306
H -4.0794 -2.9503 2.6350
H -4.5176 -1.7754 0.4801
H -2.7690 -1.7816 -1.2633
H -2.0266 -6.0272 0.2735
H -1.8396 -7.2304 -0.9941
H -1.7548 -5.5095 -1.3846
C 6.7381 0.4995 2.5849
C 5.8569 1.5580 2.7370
C 4.8015 1.7207 1.8451
C 4.5937 0.8279 0.7970
C 5.4874 -0.2382 0.6662
C 6.5508 -0.3994 1.5407
Ge 3.0754 0.9646 -0.4686
C 2.6740 2.9139 -0.4216
C 2.9344 3.7917 -1.4748
C 2.5894 5.1369 -1.4006
C 1.9773 5.6398 -0.2605
C 1.7087 4.7838 0.8014
C 2.0464 3.4404 0.7122
C 3.9988 0.7046 -2.2181
C 5.2161 1.3280 -2.5002
C 5.8608 1.1413 -3.7155
C 5.2992 0.3118 -4.6799
C 4.0963 -0.3273 -4.4142
C 3.4570 -0.1296 -3.1946
H 7.5536 0.3632 3.2857
H 5.9737 2.2507 3.5620
H 4.1272 2.5556 1.9924
H 5.3359 -0.9681 -0.1218
H 7.2234 -1.2413 1.4205
H 3.4090 3.4204 -2.3771
H 2.7975 5.7949 -2.2376
H 1.7051 6.6872 -0.2005
H 1.2231 5.1599 1.6948
H 1.7940 2.7781 1.5375
H 5.6744 1.9649 -1.7492
H 6.8066 1.6355 -3.9095
H 5.8031 0.1567 -5.6270
H 3.6579 -0.9908 -5.1506
H 2.5289 -0.6576 -3.0000
```

⟨S²⟩ = 0.762
total charge = -2
strongest force on any atom = 0.8 eV Å⁻¹
HOMO (spin up / spin down) = -1.8278 / -2.4269 eV
E = -177182.394 eV
spin multiplicity = 2
gap between HOMO and LUMO (spin up / spin down) = 6.0 / 6.2 eV

These are the Löwdin partial charges, in e, on atoms 1 to 5: Ti -0.03; C -0.07; C -0.29; C -0.05; C -0.08

***

[7]
C8H13N2O2 | wB97M-V/def2-TZVPD

```
25
Properties=species:S:1:pos:R:3
O -4.3009 1.7466 1.2080
C -3.1080 1.5922 0.5745
C -2.9367 0.5933 -0.3713
C -1.7142 0.4897 -1.0041
N -0.7396 1.3503 -0.7199
C -0.8815 2.3333 0.1822
C -2.0713 2.4793 0.8602
H -4.2578 1.2766 2.0507
H -3.7466 -0.0752 -0.5989
H -1.5325 -0.2825 -1.7303
H 0.1452 1.2362 -1.2056
H -0.0500 2.9941 0.3483
H -2.1980 3.2573 1.5896
C 1.7815 -1.4230 -1.4986
O 0.7311 -0.8748 -1.8225
N 2.2370 -1.5654 -0.2502
C 3.4908 -2.2505 0.0331
C 1.4671 -1.0352 0.8598
H 2.4435 -1.8733 -2.2507
H 3.3070 -3.1133 0.6735
H 4.1807 -1.5727 0.5364
H 3.9453 -2.5908 -0.8935
H 0.4744 -1.4886 0.8810
H 1.3533 0.0450 0.7559
H 1.9802 -1.2486 1.7924
```

total charge = +1
strongest force on any atom = 1.1 eV Å⁻¹
HOMO = -12.8043 eV
E = -15576.032 eV
gap between HOMO and LUMO = 8.8 eV

These are the Löwdin partial charges, in e, on atoms 1 to 5: O 0.09; C -0.27; C 0.07; C -0.01; N 0.10

***

Question: E of number 7 (C8H13N2O2)?
Answer: -15576.032 eV

***

Question: Which formula does entry 4 have?
Answer: C8H20N2P

***

Question: What is the strongest force on any atom in the second record?
Answer: 3.7 eV Å⁻¹

***

Question: Among the records above, which one has the highest E?
Answer: C4H8N2